w | C6H12N2 | the ωB97M-V functional and the def2-TZVPD basis

Geometry as XYZ:
```
20
C6H12N2 | OMol25 | the ωB97M-V functional and the def2-TZVPD basis
H -2.39641 1.78636 1.38872
C 1.89583 -0.39718 -1.08077
N -1.20055 -0.98834 0.12625
H -2.04296 -0.04342 -2.12423
N -1.42459 -0.02509 2.09777
H -1.20172 0.07588 3.07297
H 2.25584 -0.35715 -2.11584
H 3.82488 0.34744 -0.37227
H 3.45720 -1.17816 0.30430
H -1.13516 1.38739 -1.65171
H 1.24276 0.47065 -0.99092
C -0.93717 -1.08478 1.39904
C -2.00941 0.78076 -1.41942
C -1.95801 0.82702 1.17596
H -0.66663 -2.04302 1.81324
C 2.98690 -0.24421 -0.01820
H 2.61570 0.29027 0.85706
H -2.86062 1.45067 -1.52207
H 1.33682 -1.30579 -0.89883
C -1.78268 0.25072 -0.04105
```

Output
M = 112.176 g/mol
total charge = 0
lowest unoccupied orbital energy = 0.894 eV
multiplicity = 1

---

x | C6H12N2 | the ωB97M-V functional and the def2-TZVPD basis

Geometry as XYZ:
```
20
C6H12N2 | OMol25 | the ωB97M-V functional and the def2-TZVPD basis
N 1.22533 0.92543 -1.42055
H -0.87344 -2.70123 0.13775
H 3.24533 0.31039 0.19554
H 0.98944 -2.80933 0.24417
H 0.87559 0.45676 -2.24306
C -0.88201 1.09578 1.24537
H -1.56222 0.63089 1.96775
C 2.26642 0.07463 0.58565
H -1.87419 -0.34880 -1.61362
H 0.09042 1.25176 1.70059
H -1.26917 2.09007 1.00747
C 0.19793 -0.94124 -0.16209
H 2.11848 1.38409 -1.53483
H 2.21076 -0.47724 1.50859
C 1.16459 0.13912 -0.25328
C 0.09129 -2.21831 0.14909
H -2.46433 1.12653 -0.85737
H -2.74572 -0.42295 -0.04668
C -2.03224 0.14316 -0.65656
N -0.77225 0.29047 0.04606
```

Output
M = 112.176 g/mol
total charge = 0
lowest unoccupied orbital energy = 0.807 eV
multiplicity = 1

---

Which one sits at the top of the stability order? w does.

---

w | C6H12N2 | the ωB97M-V functional and the def2-TZVPD basis

Geometry as XYZ:
```
20
C6H12N2 | OMol25 | the ωB97M-V functional and the def2-TZVPD basis
H 0.30179 -0.10204 -1.90442
C -0.80733 -0.03278 -0.02610
H -0.04099 1.60053 -1.31413
C 0.21026 0.56720 -1.03049
N -1.51925 -1.12106 -0.67308
H -1.84337 -0.87295 -1.61888
H -0.28434 -1.57815 1.39786
H 0.35163 0.07397 1.89152
H -2.38940 -1.28827 -0.18061
H 1.43768 -1.61326 -0.37976
H 3.26098 0.63969 0.73160
H 3.33889 -0.29941 -0.82609
H -2.44201 1.29265 -0.18944
C 1.46574 -0.70795 0.34345
C -1.74269 0.98957 0.56258
H -2.31680 0.52835 1.37685
N 1.42638 0.59011 -0.24889
C 2.74563 0.06962 0.00385
H -1.30116 1.88183 1.00821
C 0.14837 -0.61763 1.07596
```

Output
M = 112.176 g/mol
total charge = 0
lowest unoccupied orbital energy = 1.040 eV
multiplicity = 1

---

x | C6H12N2 | the ωB97M-V functional and the def2-TZVPD basis

Geometry as XYZ:
```
20
C6H12N2 | OMol25 | the ωB97M-V functional and the def2-TZVPD basis
H 1.04626 2.97054 -0.98872
C -1.11678 -0.24354 -1.45533
N -0.62359 0.91382 -0.97338
C 0.69717 0.88593 -1.37697
N -0.20268 -0.90717 -2.18203
H -2.09402 -0.56830 -1.13811
H -1.71056 -0.52263 1.18826
H 2.43231 2.08580 -1.51290
H -1.25014 0.60525 2.37791
C 0.99059 -0.22854 -2.14225
C -1.36831 -0.46385 2.21725
H 0.38698 -1.05219 3.39624
H -0.55404 -1.56571 -2.85156
H 0.64937 -0.99460 1.59879
H 1.81379 1.93620 0.14514
C 1.51440 1.98870 -0.90824
H 1.78575 -0.45122 -2.82796
C -0.04360 -1.21221 2.41397
H -0.19093 -2.28118 2.19901
H -2.16195 -0.89511 2.82089
```

Output
M = 112.176 g/mol
total charge = 0
lowest unoccupied orbital energy = 0.880 eV
multiplicity = 1

---

y | C6H12N2 | the ωB97M-V functional and the def2-TZVPD basis

Geometry as XYZ:
```
20
C6H12N2 | OMol25 | the ωB97M-V functional and the def2-TZVPD basis
H 0.05000 -0.54701 -3.26224
C 1.60505 -2.81100 2.09427
H -2.46902 1.11930 0.80447
C -1.54382 0.33317 -0.85107
H 0.25981 -1.35476 1.17908
C -0.28637 0.53252 -1.34011
H -0.20150 2.76857 0.87794
C 1.07402 -1.37165 1.90628
N -1.67359 1.23288 0.19901
H 1.10678 -3.43258 1.35256
H 1.22029 -3.22909 3.02422
N 0.29556 1.57221 -0.67470
H 1.09489 -1.02469 -1.86918
H 0.86296 -0.90285 2.85826
H 1.28550 0.46239 -2.71591
H -2.39981 -0.23747 -1.16511
H 2.65794 -2.94133 1.88795
C 0.52035 -0.22617 -2.33734
H 1.79569 -0.75420 1.39205
C -0.54158 1.94696 0.26600
```

Output
M = 112.176 g/mol
total charge = 0
lowest unoccupied orbital energy = 0.905 eV
multiplicity = 1

---

Which one sits at the top of the stability order? x does.

---

w | C6H12N2 | the ωB97M-V functional and the def2-TZVPD basis

Geometry as XYZ:
```
20
C6H12N2 | OMol25 | the ωB97M-V functional and the def2-TZVPD basis
C -1.91630 0.70429 -0.94989
H -2.01155 1.67872 -1.42384
H 0.92233 2.30086 -0.71527
H 1.02621 -1.68048 2.20099
C 1.29922 0.36374 1.73102
C 0.44978 0.36264 -0.38867
H -0.89423 -0.10786 0.95739
H 0.18482 -1.19415 -1.86943
H 1.70257 1.33515 2.00935
C -2.85576 -0.22537 -0.99334
N 1.07299 1.35885 -1.04161
H -2.74112 -1.18832 -0.49483
H 1.80759 1.16111 -1.69852
H 2.03105 -0.72802 3.40736
H -3.81252 -0.08728 -1.50241
H 0.32487 -1.79979 -0.24405
C 0.68679 -1.02401 -0.91500
N -0.49092 0.70594 0.51098
C 1.46169 -0.71875 2.47484
H 1.75251 -1.21728 -1.05507
```

Output
M = 112.176 g/mol
total charge = 0
lowest unoccupied orbital energy (spin up / spin down) = 0.881 / 0.878 eV
multiplicity = 1

---

x | C6H12N2 | the ωB97M-V functional and the def2-TZVPD basis

Geometry as XYZ:
```
20
C6H12N2 | OMol25 | the ωB97M-V functional and the def2-TZVPD basis
H -2.94835 -0.20240 1.06721
H 0.59047 -1.92824 -0.08717
C -1.35773 2.16556 0.63677
C -1.90718 -0.37642 0.79341
H 0.69279 -0.63101 -2.12550
C 1.57570 -1.24903 -1.88477
C 0.73617 1.95193 1.39760
H -2.29854 2.61177 0.39295
C -1.07492 0.84915 0.90069
H 1.89392 -1.55341 -2.87136
N -0.13018 2.83654 0.81478
C 1.06310 -2.39889 -0.94352
H 1.82047 -3.10838 -0.51567
H 0.11039 3.81246 0.83488
H 2.33949 -0.68875 -1.35297
H 1.73697 2.32283 1.52184
H -1.58304 -1.12799 1.52037
H -1.90622 -0.97243 -0.11068
H 0.44340 -3.09419 -1.49414
N 0.20330 0.78091 1.50528
```

Output
M = 112.176 g/mol
total charge = 0
lowest unoccupied orbital energy = 0.902 eV
multiplicity = 1

---

Which one sits at the top of the stability order? x does.

---

w | C3H9N2S | the ωB97M-V functional and the def2-TZVPD basis

Geometry as XYZ:
```
15
C3H9N2S | OMol25 | the ωB97M-V functional and the def2-TZVPD basis
H -0.23175 -1.61041 1.93398
H -0.53060 2.57717 0.89516
C 1.33221 -0.13951 -0.29563
C 0.30481 -1.14666 -0.16546
N -0.64336 -1.07391 -1.25196
H 0.98126 -2.12015 -0.11084
H -0.23530 0.09099 1.50383
H -0.20681 -1.39605 -2.08326
N 0.13314 2.13269 0.22937
H -0.33772 1.38431 -0.20857
H -1.24323 -0.25531 -1.21467
H -1.66043 -0.82175 1.00538
S 2.57854 0.36123 -0.94588
H 0.29981 2.87934 -0.41575
C -0.54057 -0.86200 1.12428
```

Output
M = 105.186 g/mol
total charge = +1
lowest unoccupied orbital energy = -6.050 eV
multiplicity = 1

---

x | C3H9N2S | the ωB97M-V functional and the def2-TZVPD basis

Geometry as XYZ:
```
15
C3H9N2S | OMol25 | the ωB97M-V functional and the def2-TZVPD basis
C 1.45883 -1.10595 0.71309
H 0.48248 1.43489 1.33099
H -1.08318 -1.66534 -1.10123
C 0.10975 0.94882 0.47405
N -0.40504 -0.87428 -1.13443
H -2.01743 1.20363 0.74674
N -1.26884 1.41772 0.04219
S 2.79592 -0.52955 0.04447
H -1.35570 2.28897 -0.48869
C 0.08428 -0.50090 0.44685
H 0.79855 1.34893 -0.38420
H -0.94244 -0.11872 -1.48263
H 1.53758 -1.89480 1.37931
H 0.40836 -0.93963 -1.76489
H -0.60312 -1.01379 1.17837
```

Output
M = 105.186 g/mol
total charge = +1
lowest unoccupied orbital energy = -5.087 eV
multiplicity = 1

---

Which one sits at the top of the stability order? x does.

---

w | C3H9N2S | the ωB97M-V functional and the def2-TZVPD basis

Geometry as XYZ:
```
15
C3H9N2S | OMol25 | the ωB97M-V functional and the def2-TZVPD basis
H -2.41021 1.32584 0.76493
H 1.91176 1.44626 -0.67597
H -2.55872 -1.26342 -0.64842
C 2.30695 -0.64519 -0.43630
N 2.36658 0.77061 -0.05619
H -3.43278 -0.85198 0.85267
H -3.87519 -0.07784 -0.67992
S -0.49510 0.54803 -0.23222
C -3.03817 -0.46250 -0.09012
H 3.20897 1.14581 0.38141
H 3.19153 -1.23747 -0.23213
H 1.61798 -0.33225 1.69484
N -2.11477 0.61438 0.10547
C 1.47688 -0.13498 0.64697
H 1.84429 -0.84530 -1.39503
```

Output
M = 105.186 g/mol
total charge = +1
lowest unoccupied orbital energy = -4.517 eV
multiplicity = 1

---

x | C3H9N2S | the ωB97M-V functional and the def2-TZVPD basis

Geometry as XYZ:
```
15
C3H9N2S | OMol25 | the ωB97M-V functional and the def2-TZVPD basis
H 2.91892 -1.34716 1.24680
S 1.06499 -0.46269 0.10693
N -0.84894 0.64777 1.55956
C 1.89526 -1.01361 1.61770
H 0.11773 -0.10493 -2.99121
H -0.53161 0.02308 2.36456
H -1.47968 -0.83936 -1.42592
C -0.26013 0.46797 0.38651
H 1.25268 -1.71529 2.24855
H -1.27065 1.50304 1.90588
H -2.17047 0.87113 -1.46439
H 2.13990 -0.08271 2.27002
N -0.64935 0.47338 -2.85970
H -0.85550 1.38878 -3.16216
C -1.32316 0.19059 -1.80313
```

Output
M = 105.186 g/mol
total charge = +1
lowest unoccupied orbital energy = -4.005 eV
multiplicity = 1

---

Which one sits at the top of the stability order? x does.

---

w | C3H4N3 | the ωB97M-V functional and the def2-TZVPD basis

Geometry as XYZ:
```
10
C3H4N3 | OMol25 | the ωB97M-V functional and the def2-TZVPD basis
H -0.64797 -2.10797 2.96039
C 0.19123 0.16123 -1.00732
H 0.34920 1.33075 -0.90537
C -0.81081 -1.56846 1.99876
N -1.65587 -0.11765 0.40317
C -1.81063 -0.82027 1.44362
H -0.51479 -0.10224 -1.86058
N 0.12178 -1.23097 1.09865
H 1.21367 -0.24302 -1.16000
N -0.39457 -0.41532 0.16180
```

Output
M = 82.086 g/mol
total charge = +1
lowest unoccupied orbital energy = -9.023 eV
multiplicity = 1

---

x | C3H4N3 | the ωB97M-V functional and the def2-TZVPD basis

Geometry as XYZ:
```
10
C3H4N3 | OMol25 | the ωB97M-V functional and the def2-TZVPD basis
H -0.66308 1.50377 1.40873
C 0.09393 1.03507 0.65801
H 0.88326 1.86468 0.38722
H 0.35725 -2.10534 -0.69697
N 0.53292 -0.41380 0.75130
H 1.14888 -0.84474 1.53793
C -0.63028 0.99970 -0.53543
N -0.65052 -0.25950 -1.11405
C 0.16427 -1.08282 -0.31756
N -1.23665 -0.69702 -2.07918
```

Output
M = 82.086 g/mol
total charge = +1
lowest unoccupied orbital energy (spin up / spin down) = -6.569 / -6.668 eV
multiplicity = 1

---

y | C3H4N3 | the ωB97M-V functional and the def2-TZVPD basis

Geometry as XYZ:
```
10
C3H4N3 | OMol25 | the ωB97M-V functional and the def2-TZVPD basis
N 1.26259 -1.14610 -1.46413
H 0.83273 0.34467 2.08386
N 0.32602 0.12275 0.01856
C 0.79269 0.83444 1.12068
C 1.54859 -0.33483 -0.51269
C -0.68241 -0.42902 -0.65088
H -1.74134 -0.28955 -0.52642
H -0.52454 -1.73147 -2.30179
N -0.08929 -1.17891 -1.57103
H 1.18604 1.82891 0.96502
```

Output
M = 82.086 g/mol
total charge = +1
lowest unoccupied orbital energy (spin up / spin down) = -7.503 / -6.306 eV
multiplicity = 1

---

Which one sits at the top of the stability order? y does.

---

w | C3H4N2O2 | the ωB97M-V functional and the def2-TZVPD basis

Geometry as XYZ:
```
11
C3H4N2O2 | OMol25 | the ωB97M-V functional and the def2-TZVPD basis
H 1.04378 -0.52391 -1.13225
C 0.39715 -0.33859 0.88518
C 0.09519 -0.80180 -0.41176
N -0.14006 0.56744 1.56944
O -2.83945 1.08075 -0.92405
N -4.15326 -0.22536 0.50737
C -3.53220 0.41161 -0.28993
H -4.42842 -1.11232 0.60262
H 0.39628 0.77496 2.49607
H -1.00044 1.02955 1.33304
O -0.68727 -1.63900 -0.88570
```

Output
M = 100.077 g/mol
total charge = 0
lowest unoccupied orbital energy = 0.420 eV
multiplicity = 1

---

x | C3H4N2O2 | the ωB97M-V functional and the def2-TZVPD basis

Geometry as XYZ:
```
11
C3H4N2O2 | OMol25 | the ωB97M-V functional and the def2-TZVPD basis
N 0.84408 -0.73228 0.03816
C 0.26068 0.37409 0.09475
H -1.45359 1.73407 0.63842
C 2.20104 -0.48033 0.11632
H 0.80290 1.40223 0.28885
O 2.92973 0.47788 -0.30128
H -1.70865 -1.46480 -0.70069
H 2.76096 -1.49414 0.28858
C -2.17057 -0.32993 -0.25356
O -3.33537 -0.08971 0.04853
N -1.13121 0.60292 -0.25808
```

Output
M = 100.077 g/mol
total charge = 0
lowest unoccupied orbital energy = -0.712 eV
multiplicity = 1

---

y | C3H4N2O2 | the ωB97M-V functional and the def2-TZVPD basis

Geometry as XYZ:
```
11
C3H4N2O2 | OMol25 | the ωB97M-V functional and the def2-TZVPD basis
H 0.39006 1.76387 0.04079
N -1.77225 -0.32757 -0.19777
O 1.43772 0.45889 1.19747
H -1.94673 -0.89939 -1.01289
C 1.49881 0.04820 -0.08640
H -2.40488 0.43894 -0.02355
N 0.50016 -1.06359 -0.22108
H 0.70496 -1.87540 0.35962
C 0.11295 0.95751 0.75967
C -0.49382 -0.16860 0.18553
O 1.97301 0.66715 -1.00138
```

Output
M = 100.077 g/mol
total charge = 0
lowest unoccupied orbital energy = 0.640 eV
multiplicity = 1

---

Which one sits at the top of the stability order? w does.

---

w | C3H4N2O2 | the ωB97M-V functional and the def2-TZVPD basis

Geometry as XYZ:
```
11
C3H4N2O2 | OMol25 | the ωB97M-V functional and the def2-TZVPD basis
H 1.27788 -1.81870 0.42421
C -0.06003 2.01142 -0.21086
O -0.72075 -0.91735 -1.69597
H -0.07562 3.10189 -0.32883
N 0.31548 1.25908 0.77148
H -0.44193 -2.02990 0.32932
O -0.51547 1.34448 -1.29783
H 0.24966 -1.52291 1.89254
C -0.42299 0.00319 -0.97905
N 0.06688 -0.04162 0.29015
C 0.32790 -1.39206 0.80462
```

Output
M = 100.077 g/mol
total charge = 0
lowest unoccupied orbital energy = 0.896 eV
multiplicity = 1

---

x | C3H4N2O2 | the ωB97M-V functional and the def2-TZVPD basis

Geometry as XYZ:
```
11
C3H4N2O2 | OMol25 | the ωB97M-V functional and the def2-TZVPD basis
N -1.05681 -0.17402 -0.38112
H -1.76443 1.63147 -1.70613
N 1.00781 -0.21943 0.60120
C 0.90462 0.97721 -0.09132
C -0.16937 -0.75829 0.37488
O 0.03373 -2.13973 0.79511
H 1.07854 -1.63059 0.98370
H 1.68499 1.72131 -0.12513
C -0.35832 0.97956 -0.65561
H -0.45439 -2.35044 1.61309
O -0.90635 1.96296 -1.40868
```

Output
M = 100.077 g/mol
total charge = 0
lowest unoccupied orbital energy = 0.065 eV
multiplicity = 1

---

Which one sits at the top of the stability order? w does.